DFT (wB97M-V/def2-TZVPD) results for an isolated ion of composition C3H10NO2 and charge +1.

```
16
Properties=species:S:1:pos:R:3:forces:R:3:lowdin_charge:R:1
C 0.590 1.126 -0.819 -0.87 2.25 -0.35 0.00
N 0.358 0.234 0.292 -1.01 -2.36 0.12 -0.11
C 1.408 -0.834 0.485 3.72 3.07 2.75 0.03
C -1.058 -0.422 0.292 0.46 1.41 -0.98 -0.42
O -1.145 -0.936 -0.947 0.43 -1.24 -1.24 0.08
O -1.912 0.646 0.404 0.11 0.11 0.82 0.08
H 0.958 0.662 -1.660 0.07 -1.26 -1.98 0.09
H -0.232 1.845 -0.956 -0.38 -1.06 -0.35 0.13
H 1.327 1.848 -0.579 1.35 0.28 0.92 0.11
H 0.306 0.914 0.998 0.13 0.41 2.30 0.16
H 1.203 -1.730 -0.074 0.08 -0.06 -0.17 0.10
H 2.449 -0.281 0.338 -2.09 -1.40 -1.08 0.15
H 1.697 -0.933 1.602 -1.73 -0.63 -1.48 0.14
H -1.174 -1.172 1.076 0.47 0.16 0.37 0.18
H -2.040 -1.236 -1.149 0.04 -0.05 -0.02 0.15
H -2.738 0.268 0.698 -0.79 0.37 0.35 0.12
```
Forces are in eV/Å.

Values from the calculation:
- net charge = +1
- energy above the lowest of the compared OMol25 structures with the same formula, charge and spin (kJ/mol) = 200.9
- orbital gap (eV) = 12.97
- HOMO energy (eV) = -16.1
- largest force on an atom (hartree/bohr) = 0.108

=====

DFT (wB97M-V/def2-TZVPD) results for a single C5H8N2O2S molecule.

```
18
Properties=species:S:1:pos:R:3:forces:R:3:lowdin_charge:R:1
C 3.505 0.843 0.049 -1.38 -1.52 -0.07 -0.33
S 2.734 -0.861 -0.213 0.52 0.64 0.19 0.91
C 1.024 -0.611 -0.003 -0.66 1.60 0.24 -0.48
C 0.333 0.567 -0.082 -1.81 -2.43 -0.39 -0.02
N -1.064 0.248 -0.355 0.73 -0.16 0.46 -0.13
O -2.121 1.034 0.114 0.36 0.36 1.04 -0.01
N -1.217 -1.114 -0.004 1.50 0.58 0.60 -0.07
C -2.449 -1.774 -0.254 0.11 -2.32 -0.70 -0.02
C 0.025 -1.719 0.101 -0.34 -0.59 -1.24 -0.45
O 0.170 -2.934 0.053 0.26 0.81 0.50 0.05
H 4.541 0.586 0.195 0.20 0.33 0.49 0.02
H 2.953 1.334 0.826 0.35 -0.17 1.27 0.02
H 3.386 1.563 -0.720 0.03 0.09 -1.58 0.02
H 0.609 1.581 -0.176 0.37 0.76 -0.12 0.11
H -2.137 1.102 1.110 0.45 -0.39 -1.03 0.13
H -2.369 -2.746 -0.858 0.34 1.64 0.46 0.13
H -2.961 -2.093 0.632 -0.02 -0.03 0.91 0.08
H -3.073 -1.063 -0.702 -1.00 0.79 -1.02 0.07
```
Forces are in eV/Å.

Values from the calculation:
- net charge = 0
- energy above the lowest of the compared OMol25 structures with the same formula, charge and spin (kJ/mol) = 410.7
- orbital gap (eV) = 8.51
- HOMO energy (eV) = -8.2
- largest force on an atom (hartree/bohr) = 0.060

=====

DFT (wB97M-V/def2-TZVPD) results for a single C2H7N3OS molecule.

```
14
Properties=species:S:1:pos:R:3:forces:R:3:lowdin_charge:R:1
C -0.149 -1.821 -0.228 -0.15 -0.10 -1.04 -0.16
N -0.022 -0.517 -0.918 -1.13 2.32 2.16 -0.03
C -0.212 0.616 -0.242 1.69 -3.68 -0.03 -0.45
N -0.121 1.775 -0.988 1.51 2.03 0.84 -0.04
O 0.320 1.558 -2.328 -0.51 -0.90 1.10 -0.07
N -0.325 0.776 1.223 -0.83 1.71 -2.01 -0.39
S 0.824 0.103 2.315 -0.60 0.59 -0.77 0.75
H -0.159 -2.649 -1.059 0.31 1.51 1.79 0.10
H 0.738 -1.857 0.466 -1.11 -0.80 -0.59 0.04
H -1.145 -1.886 0.304 1.20 0.00 -0.24 0.08
H 0.620 2.400 -0.546 -1.41 -0.89 -0.72 0.16
H 0.411 0.561 -2.263 0.08 0.38 -0.53 0.07
H -0.731 1.720 1.484 0.89 -1.71 -0.37 0.10
H -0.050 -0.780 2.781 0.05 -0.45 0.41 -0.14
```
Forces are in eV/Å.

Values from the calculation:
- net charge = 0
- energy above the lowest of the compared OMol25 structures with the same formula, charge and spin (kJ/mol) = 223.8
- orbital gap (eV) = 9.49
- HOMO energy (eV) = -9.1
- largest force on an atom (hartree/bohr) = 0.079

=====

DFT (wB97M-V/def2-TZVPD) results for C3H7NO2 as an isolated structure.

```
13
Properties=species:S:1:pos:R:3:forces:R:3:lowdin_charge:R:1
C 2.393 0.448 -0.014 -0.02 -0.07 0.06 -0.04
O 1.386 -0.512 0.436 -0.45 -0.37 0.27 -0.06
C 0.122 -0.182 0.153 -0.28 0.82 -0.32 -0.30
O -0.034 0.863 -0.477 0.42 -0.24 0.17 0.00
C -1.735 -0.761 0.523 1.53 0.06 0.11 -0.13
N -2.341 0.093 -0.378 0.74 0.26 -0.19 -0.06
H 3.359 0.024 0.264 -0.27 -0.04 0.01 0.09
H 2.250 1.416 0.477 -0.07 -0.27 -0.04 0.09
H 2.344 0.603 -1.097 -0.11 -0.17 0.26 0.09
H -1.825 -0.444 1.564 0.27 -0.12 -0.11 0.08
H -1.863 -1.844 0.404 0.27 0.38 -0.04 0.09
H -1.431 0.780 -0.545 -2.23 -0.62 -0.33 0.06
H -2.552 -0.422 -1.236 0.19 0.40 0.16 0.07
```
Forces are in eV/Å.

Values from the calculation:
- net charge = 0
- energy above the lowest of the compared OMol25 structures with the same formula, charge and spin (kJ/mol) = 315.7
- orbital gap (eV) = 10.08
- HOMO energy (eV) = -9.2
- largest force on an atom (hartree/bohr) = 0.046

=====

DFT (wB97M-V/def2-TZVPD) results for C2H6F6NaO9S2 as an isolated structure.

```
26
Properties=species:S:1:pos:R:3:forces:R:3:lowdin_charge:R:1
Na -0.353 10.113 1.197 -0.35 0.34 -0.23 0.44
C 2.480 12.541 -1.360 -0.18 0.22 0.01 -0.65
F 2.384 12.594 -2.698 0.06 -0.08 0.00 0.10
F 2.731 11.260 -1.036 0.19 -0.10 0.07 0.10
F 3.551 13.265 -1.003 0.08 -0.06 -0.10 0.11
S 0.929 13.167 -0.534 0.30 -0.23 -0.23 0.47
O 1.424 13.786 0.663 0.06 0.06 0.40 -0.31
O 0.368 14.033 -1.531 -0.21 0.19 -0.13 -0.30
O 0.214 11.914 -0.330 -0.33 -0.17 0.25 -0.35
C -4.679 8.849 2.096 0.01 -0.06 0.03 -0.65
F -4.038 7.819 1.503 -0.20 0.14 0.12 0.10
F -5.941 8.869 1.630 0.21 -0.11 0.13 0.11
F -4.733 8.577 3.415 -0.05 -0.01 -0.22 0.10
S -3.821 10.445 1.758 -0.34 -0.15 -0.03 0.46
O -4.580 11.405 2.514 -0.04 0.03 -0.05 -0.30
O -2.495 10.171 2.290 0.77 -0.04 0.00 -0.34
O -3.888 10.518 0.321 0.09 0.15 -0.10 -0.31
O 0.978 10.782 3.064 0.01 -0.25 0.01 -0.02
H 1.905 10.650 3.276 0.06 0.13 -0.05 0.06
H 0.618 11.304 3.786 -0.11 0.08 -0.06 0.07
O 0.488 7.947 1.397 0.12 -0.02 0.11 -0.02
H 1.393 7.803 1.685 0.03 -0.02 0.02 0.06
H 0.221 7.130 0.966 -0.12 0.05 -0.10 0.07
O -0.710 9.527 -1.455 -0.22 -0.21 0.04 -0.05
H -1.080 10.417 -1.389 0.03 0.08 0.04 0.03
H -0.102 9.594 -2.196 0.14 0.05 0.08 0.04
```
Forces are in eV/Å.

Values from the calculation:
- net charge = -1
- energy above the lowest of the compared OMol25 structures with the same formula, charge and spin (kJ/mol) = 24.1
- orbital gap (eV) = 8.22
- HOMO energy (eV) = -6.7
- largest force on an atom (hartree/bohr) = 0.015

=====

DFT (wB97M-V/def2-TZVPD) results for a single C2H4INS2 molecule.

```
10
Properties=species:S:1:pos:R:3:forces:R:3:lowdin_charge:R:1
C 1.424 -1.389 0.738 -0.14 -1.37 0.06 -0.87
C -1.123 0.419 0.668 1.68 1.35 2.54 -0.39
N -0.516 -0.033 -1.729 -0.58 -2.19 -1.09 -0.37
S 2.562 -2.414 0.536 -0.17 0.22 0.06 0.60
S -0.313 1.104 -0.787 0.36 1.88 2.24 0.53
I 2.070 1.179 0.314 0.41 1.21 -0.29 0.41
H -2.039 0.962 0.837 -0.48 0.00 -0.33 0.03
H -0.509 0.519 1.660 -0.94 -0.11 -2.15 0.06
H -1.225 -0.602 0.430 -0.43 -1.19 -0.15 0.00
H -0.331 0.255 -2.666 0.29 0.21 -0.90 -0.01
```
Forces are in eV/Å.

Values from the calculation:
- net charge = 0
- energy above the lowest of the compared OMol25 structures with the same formula, charge and spin (kJ/mol) = 268.2
- orbital gap (eV) = 7.39
- HOMO energy (eV) = -8.2
- largest force on an atom (hartree/bohr) = 0.065

=====

Number 2 is which compound? C5H8N2O2S